(1)
Computed, not measured: C26H30Cl9N4O2V as an isolated structure in a non-equilibrium geometry, with ωB97M-V/def2-TZVPD.

Geometry (Å):
H (1.1291, -1.3888, -0.6274)
Cl (3.3948, 1.2845, 2.3360)
C (1.8543, -4.8989, -0.2040)
H (-1.3619, -5.3782, -1.7188)
H (-5.3341, 1.6036, -2.2235)
H (3.7083, -3.9407, 2.4335)
C (3.0320, -4.5432, 1.8383)
H (6.2765, 0.5610, -1.4460)
Cl (5.7691, 2.6266, 3.3049)
C (4.6842, 2.4065, 1.9169)
C (-5.1872, 1.3104, -1.1927)
H (-3.0784, 1.8387, 3.2071)
H (1.8124, -7.5198, 1.9295)
H (1.1060, -6.8743, -0.4516)
H (2.3651, -0.4590, -1.2090)
H (-1.5519, -5.3826, 0.7796)
H (0.3573, 2.6775, -1.9404)
C (-1.5987, -4.4980, -1.1349)
C (-0.2326, 2.5917, 1.8314)
Cl (0.7081, 3.4872, -4.8502)
Cl (4.5665, 1.2424, -2.8110)
C (1.9737, -6.5292, 1.5189)
H (-3.0577, 4.2596, 3.7462)
H (1.7940, 5.5510, -4.3712)
H (-1.7700, -1.2005, -1.6799)
H (1.6600, -0.1475, 0.4525)
C (1.4662, -0.3397, -0.6038)
Cl (4.1379, 3.9456, 1.2599)
C (0.9782, 1.9966, -1.3597)
Cl (4.8693, -1.3463, -1.3834)
C (-5.8595, 1.5315, 1.0762)
C (-4.0077, 0.7413, -0.7752)
H (-3.1790, 0.4491, -1.4071)
Cl (-0.0472, 6.1696, -5.6383)
C (2.6256, -4.0796, 0.5991)
C (1.5504, -6.1752, 0.2447)
H (-4.6442, 0.4890, 2.4187)
C (-1.2155, 4.5536, 2.6972)
H (1.9734, 1.9635, -1.7997)
H (0.7309, 4.5178, 1.7986)
C (-6.0639, 1.8497, -0.2572)
C (5.6705, 0.0292, -2.1674)
C (-1.8158, -3.2328, 0.8625)
C (-1.7287, -4.4630, 0.2396)
C (-1.8033, -3.3242, -1.8553)
H (2.8567, -3.0579, 0.3224)
H (-6.5197, 1.8151, 1.8820)
C (0.4178, 0.5868, -1.1758)
Cl (0.0846, 5.4622, -2.7948)
C (0.7694, 5.2071, -4.4022)
H (-1.5742, -3.2174, 1.9200)
O (-0.8178, 0.5566, -0.5197)
C (-2.2813, 3.7938, 3.1597)
N (2.7078, -5.7491, 2.3074)
C (-0.1445, 3.9458, 2.0676)
H (1.5163, -4.6108, -1.1920)
H (0.2107, 0.1725, -2.1791)
V (-1.6114, -0.1239, 1.2837)
H (-1.2246, 5.6213, 2.8794)
C (-1.8986, -2.1367, -1.1517)
H (-6.9368, 2.3622, -0.6379)
N (-3.7491, 0.5004, 0.5251)
Cl (6.6912, -0.6000, -3.4567)
H (5.2897, 1.8855, 1.1872)
N (-1.8931, -2.0860, 0.1847)
C (-2.2622, 2.4502, 2.8418)
H (0.6449, 2.0388, 1.5254)
O (-0.2450, -0.5389, 1.8917)
N (-1.3269, 1.8685, 2.0818)
C (-4.7576, 0.7444, 1.3690)
H (-1.6317, -3.3254, -2.9222)
H (1.0288, 2.4789, -0.3803)

Orbital gap (alpha / beta), eV: 7.94 / 8.29
LUMO energy (alpha / beta), eV: -3.43 / -3.19
Energy relative to the best compared isomer or geometry (same formula, charge and spin), kJ/mol: 0.00
2S+1: 2
Charge: +1

***

(2)
Computed, not measured: C16H20AuBF4N5S2 as an isolated structure in a non-equilibrium geometry, with ωB97M-V/def2-TZVPD.

Geometry (Å):
F (0.1750, -4.9465, 0.7373)
C (-1.1015, 4.8409, -1.8741)
C (-1.2026, -2.1104, 2.4909)
F (-0.5320, -6.5410, -0.9021)
H (-2.1932, -1.8984, 2.8751)
H (-1.9619, 5.3737, -1.4335)
F (-2.0353, -4.9549, -0.0132)
N (0.0459, -2.1900, 0.4676)
S (2.6665, -2.9414, -1.1664)
H (2.0004, 4.1032, -0.8290)
H (-0.1345, -2.0101, 4.2988)
H (0.4369, 3.9962, 0.9553)
H (-2.1831, 1.7896, -1.3807)
C (3.6078, -2.4645, 2.6891)
H (-0.1117, 3.0310, -3.7387)
H (1.0540, 1.9099, 0.0981)
C (1.1949, -2.3758, 1.1749)
H (-0.1904, 1.0386, -0.9983)
H (4.5610, -3.0359, 0.8586)
C (1.1134, 4.0684, -1.4993)
N (-1.5010, 3.4805, -2.2315)
C (-0.4253, 4.1164, 0.2674)
C (2.4773, -2.6735, 0.5048)
Au (0.6280, -1.9028, -1.5401)
H (1.3185, 4.5286, -2.4518)
H (-1.2472, 4.6290, 0.7725)
N (-0.8663, 2.7146, 0.0003)
C (0.2137, 1.9957, -0.6176)
H (4.5718, -2.3927, 3.1580)
B (-0.6914, -5.2171, -0.3893)
C (-0.0580, -2.0976, 3.2193)
C (-0.3719, 2.6662, -2.7672)
F (-0.3354, -4.3796, -1.5236)
C (-2.4403, -2.2339, 0.2712)
C (1.1927, -2.2155, 2.5794)
H (-0.8056, 5.3386, -2.7680)
C (-1.9228, 2.8061, -0.9863)
H (-2.2655, -1.7968, -0.7174)
H (-0.7308, 1.5895, -2.8859)
H (-2.8264, 3.3111, -0.6282)
H (-2.7679, -3.2870, 0.1771)
H (2.3127, -1.9511, 4.3455)
S (-1.0369, -0.4263, -2.3291)
N (0.0223, 4.8956, -0.9094)
C (-1.1498, -2.1355, 1.0540)
C (3.6021, -2.7630, 1.3124)
N (0.7448, 2.6700, -1.7976)
H (-3.2714, -1.6917, 0.7825)
C (2.4200, -2.2603, 3.2882)

Orbital gap (alpha / beta), eV: 7.30 / 5.65
LUMO energy (alpha / beta), eV: 2.45 / 0.85
2S+1: 3
Charge: -1

***

(3)
Computed, not measured: C3H5O2S2 as an isolated structure in a non-equilibrium geometry, with ωB97M-V/def2-TZVPD.

Geometry (Å):
H (2.3687, -0.6107, -1.0845)
S (-2.4027, -0.1240, 0.1614)
O (-3.1167, -0.9118, 1.1532)
C (2.2048, 0.1186, -0.2881)
H (0.2384, 0.2264, -1.2334)
H (2.6168, -0.2313, 0.7509)
S (-3.0028, 1.7510, 0.3679)
O (-2.3246, -0.5519, -1.1987)
C (-0.1489, -0.2695, 0.6456)
H (2.6446, 1.0785, -0.6153)
H (0.2231, -0.4696, 1.6924)
C (0.6993, -0.0056, -0.3513)

Orbital gap (alpha / beta), eV: 4.44 / 5.69
LUMO energy (alpha / beta), eV: 3.63 / 1.52
Energy relative to the best compared isomer or geometry (same formula, charge and spin), kJ/mol: 303.66
2S+1: 3
Charge: -1

***

(4)
Computed, not measured: one molecule with the formula C15H18N4O3 in a non-equilibrium geometry, with ωB97M-V/def2-TZVPD.

Geometry (Å):
H (-5.8974, -3.1159, -1.2740)
C (2.4852, 1.7401, 0.5181)
C (2.6071, 3.9027, -0.7312)
C (-2.9489, -2.8257, -1.4524)
C (-1.6497, -3.1560, -1.1656)
H (3.8014, 1.3669, -1.1100)
C (-2.5574, -0.4741, -1.0850)
C (-5.1052, -2.8117, -1.9771)
H (-1.3441, 1.4247, 2.0241)
C (1.5829, 1.2236, 1.4347)
N (0.8579, -1.0932, 1.3231)
H (-0.1416, -0.9673, 1.3011)
H (3.7473, 0.0905, 0.1106)
C (-0.7779, -2.1116, -0.8199)
H (3.6187, 4.1615, -0.4125)
O (-4.7371, -1.4737, -1.7257)
C (-0.6455, 2.1749, 2.3958)
C (3.7339, 1.1670, -0.0417)
N (2.0172, 2.9606, 0.1731)
H (-0.5396, 0.0087, -0.6016)
N (0.8711, 3.2513, 0.7926)
C (0.5834, 2.2124, 1.5579)
H (2.6459, -0.4908, 2.1399)
H (-5.4820, -2.9038, -3.0083)
C (1.6206, -0.1201, 2.0871)
N (0.5513, -2.4291, -0.5416)
H (0.9505, -3.2059, -1.0480)
O (-3.9804, -3.6495, -1.8097)
H (-2.8998, 0.5466, -1.0685)
O (2.6291, -2.0071, 0.2350)
C (1.4335, -1.8158, 0.3328)
H (-1.1286, 3.1471, 2.3659)
C (-1.2317, -0.7941, -0.8042)
H (-0.3973, 1.9285, 3.4272)
H (-1.3094, -4.1772, -1.2052)
H (1.1992, -0.0713, 3.0943)
C (-3.4041, -1.5066, -1.4025)
H (4.6101, 1.6017, 0.4413)
H (1.9841, 4.7944, -0.7251)
H (2.6475, 3.4972, -1.7449)

Orbital gap, eV: 8.68
LUMO energy, eV: 0.75
Energy relative to the best compared isomer or geometry (same formula, charge and spin), kJ/mol: 112.29
SMILES string: Cc1nn(C)c(C)c1CNC(=O)Nc1ccc2c(c1)OCO2
Charge: 0

***

(5)
Computed, not measured: a 2-piece molecular cluster, C4H11NO2 overall, with ωB97M-V/def2-TZVPD.

Geometry (Å):
H (-1.2737, 0.5397, -2.1303)
H (-0.8011, -0.8149, 0.6121)
H (0.6277, 2.6367, 1.3882)
C (-1.1957, -0.3148, -1.4343)
O (-1.2398, -1.4509, -1.8350)
H (-1.1019, 2.3016, 1.4498)
N (-0.0154, 1.1233, 0.1031)
C (-1.0244, 0.0794, 0.0112)
H (0.0451, 1.1894, 2.2351)
H (0.9264, -3.8532, -0.4968)
O (0.7433, -2.9295, -0.3041)
H (1.5921, -0.1155, 0.7624)
H (1.3853, 0.0067, -0.9939)
H (-1.9766, 0.4980, 0.3459)
H (0.0485, -2.6663, -0.9297)
H (2.0588, 1.3651, -0.0890)
C (-0.1186, 1.8433, 1.3630)
C (1.3202, 0.5618, -0.0577)

Orbital gap, eV: 10.03
LUMO energy, eV: 0.96
Energy relative to the best compared isomer or geometry (same formula, charge and spin), kJ/mol: 142.08
SMILES string: CN(C)CC=O.O
Charge: 0